Arrangement w

C3H3NO3 | ωB97M-V with the def2-TZVPD basis set

Each atom is followed by the atoms it is bonded to, with distances in Å.
Cartesian coordinates (Å):
1 H -0.4306 2.0375 -1.3477  N2 1.024
2 N -1.1235 1.4154 -0.9226  H1 1.024, C3 1.263
3 C -0.5052 0.4893 -0.3264  N2 1.263, C4 1.497, O6 1.358
4 C -1.3194 -0.5815 0.3314  C3 1.497, O5 1.207, H9 1.096
5 O -0.8799 -1.6168 0.7697  C4 1.207
6 O 0.8519 0.4853 -0.2766  C3 1.358, C7 1.380
7 C 1.6994 -0.4188 0.3317  O6 1.380, O8 1.191, H10 1.098
8 O 2.7988 -0.0350 0.5808  C7 1.191
9 H -2.3904 -0.3487 0.3536  C4 1.096
10 H 1.2988 -1.4266 0.5063  C7 1.098

Output
Structure (SMILES) ... [H]/N=C(/C=O)OC=O

Arrangement x

C3H3NO3 | ωB97M-V with the def2-TZVPD basis set

Each atom is followed by the atoms it is bonded to, with distances in Å.
Cartesian coordinates (Å):
1 H -0.5969 0.9837 -2.2340  N2 1.005
2 N -1.0509 0.9076 -1.3403  H1 1.005, C3 1.254
3 C -0.3805 0.4246 -0.3974  N2 1.254, C4 1.538, O6 1.397
4 C -1.3371 -0.0984 0.6875  C3 1.538, O5 1.202, H9 1.095
5 O -2.4657 -0.2310 0.2954  C4 1.202
6 O 1.0093 0.3004 -0.4730  C3 1.397, C7 1.356
7 C 1.7491 -0.4566 0.3743  O6 1.356, O8 1.196, H10 1.101
8 O 1.3396 -1.0571 1.3247  C7 1.196
9 H -1.0660 -0.3465 1.7188  C4 1.095
10 H 2.7991 -0.4267 0.0439  C7 1.101

Output
Structure (SMILES) ... [H]/N=C(/C=O)OC=O

Name the most stable of them. arrangement w.

Arrangement w

CH2ClO3S | ωB97M-V with the def2-TZVPD basis set

Each atom is followed by the atoms it is bonded to, with distances in Å.
Cartesian coordinates (Å):
1 C -0.5857 -0.4097 0.7277  O3 1.313, O4 1.302, S5 1.940, H7 1.110
2 O 0.2758 0.0547 -1.6308  S5 1.482
3 O -1.5675 0.3906 0.3823  C1 1.313, S5 1.982
4 O -0.2199 -1.5498 0.2154  C1 1.302, H8 1.027
5 S 0.1417 0.9452 -0.4544  C1 1.940, O2 1.482, O3 1.982, Cl6 2.348
6 Cl 2.1904 2.0890 -0.3613  S5 2.348
7 H -0.2799 -0.4102 1.7950  C1 1.110
8 H 0.0450 -1.1098 -0.6739  O4 1.027

Output
Net charge ... -1

Arrangement x

CH2ClO3S | ωB97M-V with the def2-TZVPD basis set

Each atom is followed by the atoms it is bonded to, with distances in Å.
Cartesian coordinates (Å):
1 C 2.0566 -0.1040 -0.8741  Cl6 1.711, H7 1.053, H8 0.995
2 O -2.7506 1.4406 0.6065  S5 1.520
3 O -1.9925 -0.3859 2.1330  S5 1.470
4 O -0.6970 0.1402 0.0368  S5 1.498
5 S -2.0123 0.1204 0.7531  O2 1.520, O3 1.470, O4 1.498
6 Cl 1.9612 -1.7657 -0.4781  C1 1.711
7 H 1.8888 0.0497 -1.9022  C1 1.053
8 H 1.5458 0.5048 -0.2751  C1 0.995

Output
Net charge ... -1

Name the most stable of them. arrangement w.

Arrangement w

C2H4Si | ωB97M-V with the def2-TZVPD basis set

Each atom is followed by the atoms it is bonded to, with distances in Å.
Cartesian coordinates (Å):
1 C 2.2862 -0.0690 -0.0871  C2 1.197, H4 1.025
2 C 1.1192 0.0750 0.1356  C1 1.197
3 Si -1.5578 0.0925 -0.0100  H5 1.459, H6 1.389, H7 1.414
4 H 3.3047 -0.1864 -0.0862  C1 1.025
5 H -1.5912 -1.3381 -0.2951  Si3 1.459
6 H -1.8714 0.9990 -1.0147  Si3 1.389
7 H -1.6897 0.4270 1.3575  Si3 1.414

Arrangement x

C2H4Si | ωB97M-V with the def2-TZVPD basis set

Each atom is followed by the atoms it is bonded to, with distances in Å.
Cartesian coordinates (Å):
1 C 0.7986 0.7218 0.0275  C2 1.417, Si3 1.800, H4 1.156
2 C 0.8799 -0.6925 0.0055  C1 1.417, Si3 1.855, H5 1.162
3 Si -0.8453 -0.0104 0.0286  C1 1.800, C2 1.855, H6 1.528, H7 1.551
4 H 1.4476 1.5896 -0.3754  C1 1.156
5 H 1.6434 -1.5073 -0.3146  C2 1.162
6 H -1.9920 0.3144 0.9847  Si3 1.528
7 H -1.4251 -0.5098 -1.3205  Si3 1.551

Output
Structure (SMILES) ... C1=C[SiH2]1

Name the most stable of them. arrangement x.

Arrangement w

C3H6O2 | ωB97M-V with the def2-TZVPD basis set

Each atom is followed by the atoms it is bonded to, with distances in Å.
Cartesian coordinates (Å):
1 C 1.5847 0.2893 0.7695  C3 1.350, H6 1.064, H7 1.088
2 C -2.1895 -0.2212 0.4577  O4 1.371, H8 1.110
3 C 1.2736 -0.1430 -0.4712  C1 1.350, O5 1.312, H9 1.118
4 O -1.9351 0.6784 -0.5451  C2 1.371, H10 1.000
5 O 0.3725 -1.0362 -0.8054  C3 1.312, H11 1.009
6 H 0.9806 0.0043 1.5980  C1 1.064
7 H 2.3935 0.9874 0.9772  C1 1.088
8 H -3.0153 -0.7101 -0.1002  C2 1.110
9 H 1.9821 0.1948 -1.2673  C3 1.118
10 H -1.0646 1.1627 -0.4561  O4 1.000
11 H -0.3824 -1.2064 -0.1573  O5 1.009

Arrangement x

C3H6O2 | ωB97M-V with the def2-TZVPD basis set

Each atom is followed by the atoms it is bonded to, with distances in Å.
Cartesian coordinates (Å):
1 C -0.6299 -1.3549 0.3961  C2 1.528, H6 1.110, H7 1.103, H8 1.082
2 C -0.2200 0.1117 0.5176  C1 1.528, O3 1.456, C4 1.521, H9 1.094
3 O -1.3032 1.0568 0.2836  C2 1.456, H10 0.976
4 C 0.8582 0.5233 -0.4730  C2 1.521, O5 1.208, H11 1.150
5 O 1.6799 -0.2111 -0.9673  C4 1.208
6 H -1.2635 -1.6722 1.2509  C1 1.110
7 H -1.1467 -1.5420 -0.5604  C1 1.103
8 H 0.2364 -2.0029 0.3959  C1 1.082
9 H 0.2416 0.2841 1.4943  C2 1.094
10 H -1.9865 0.8363 0.9443  O3 0.976
11 H 0.8555 1.6510 -0.6997  C4 1.150

Output
Structure (SMILES) ... C[C@H](O)C=O

Arrangement y

C3H6O2 | ωB97M-V with the def2-TZVPD basis set

Each atom is followed by the atoms it is bonded to, with distances in Å.
Cartesian coordinates (Å):
1 C -1.3941 0.4767 -0.0222  O2 1.392, H6 1.101, H7 1.188, H8 1.105
2 O -0.7221 -0.3946 0.8304  C1 1.392, C3 1.387
3 C 0.4113 -0.8267 0.1579  O2 1.387, C4 1.515, H9 1.226, H10 1.105
4 C 1.5448 0.1775 0.1076  C3 1.515, O5 1.206, H11 1.111
5 O 2.6940 -0.1354 -0.0841  C4 1.206
6 H -0.8901 1.4454 -0.1628  C1 1.101
7 H -1.2345 -0.0201 -1.0894  C1 1.188
8 H -2.3969 0.6134 0.4209  C1 1.105
9 H -0.0003 -0.8340 -0.9971  C3 1.226
10 H 0.7442 -1.7471 0.6705  C3 1.105
11 H 1.2436 1.2449 0.1684  C4 1.111

Output
Structure (SMILES) ... COCC=O

Name the most stable of them. arrangement x.

Arrangement w

C3H6O2 | ωB97M-V with the def2-TZVPD basis set

Each atom is followed by the atoms it is bonded to, with distances in Å.
Cartesian coordinates (Å):
1 O 1.2202 0.6507 -1.3017  C2 1.486, H6 1.001
2 C 1.2106 0.3568 0.1548  O1 1.486, C3 1.528, H7 1.110, H8 1.149
3 C -0.0569 -0.4960 0.1865  C2 1.528, C4 1.483, O5 1.431, H9 1.096
4 C -1.4642 -0.1908 0.5413  C3 1.483, O5 1.400, H10 1.095, H11 1.087
5 O -1.0266 -0.0908 -0.7843  C3 1.431, C4 1.400
6 H 0.2932 0.7524 -1.6654  O1 1.001
7 H 2.0316 -0.3451 0.4124  C2 1.110
8 H 1.4737 1.1511 0.9417  C2 1.149
9 H 0.2483 -1.5137 -0.0825  C3 1.096
10 H -1.8241 0.7793 0.8991  C4 1.095
11 H -2.1058 -1.0541 0.6980  C4 1.087

Output
Structure (SMILES) ... OC[C@H]1CO1

Arrangement x

C3H6O2 | ωB97M-V with the def2-TZVPD basis set

Each atom is followed by the atoms it is bonded to, with distances in Å.
Cartesian coordinates (Å):
1 C -1.4711 0.2809 -0.1099  C2 1.505, H4 1.097, H5 1.111, H6 1.091
2 C -0.8123 -1.0527 0.1214  C1 1.505, O3 1.213, H7 1.132
3 O -1.0250 -2.1839 -0.2618  C2 1.213
4 H -2.5654 0.2151 -0.1435  C1 1.097
5 H -1.4963 0.9604 0.7688  C1 1.111
6 H -1.2238 0.8003 -1.0375  C1 1.091
7 H 0.2083 -0.9987 0.6087  C2 1.132
8 C 1.8809 1.8686 0.2056  O9 1.196, H10 1.133, H11 1.174
9 O 1.4740 0.7589 0.0227  C8 1.196
10 H 2.6704 2.3376 -0.4575  C8 1.133
11 H 1.4692 2.4302 1.1505  C8 1.174

Output
Structure (SMILES) ... CC=O.C=O

Name the most stable of them. arrangement x.

Arrangement w

C3H6O2 | ωB97M-V with the def2-TZVPD basis set

Each atom is followed by the atoms it is bonded to, with distances in Å.
Cartesian coordinates (Å):
1 C -1.1980 0.4880 -0.6034  C2 1.334, H6 1.052, H7 1.048
2 C -1.9909 0.4508 0.4688  C1 1.334, H8 1.040, H11 1.004
3 C 1.8161 -1.1221 -0.0010  O5 1.242, H9 1.015, H10 1.089
4 O 2.2066 1.0932 0.4197  O5 1.326
5 O 2.1519 0.0194 -0.3559  C3 1.242, O4 1.326
6 H -1.3785 0.8244 -1.5832  C1 1.052
7 H -0.1734 0.6556 -0.4608  C1 1.048
8 H -2.9568 0.0656 0.4891  C2 1.040
9 H 1.5877 -1.7792 -0.7405  C3 1.015
10 H 1.4572 -1.2607 1.0181  C3 1.089
11 H -1.5219 0.5650 1.3490  C2 1.004

Arrangement x

C3H6O2 | ωB97M-V with the def2-TZVPD basis set

Each atom is followed by the atoms it is bonded to, with distances in Å.
Cartesian coordinates (Å):
1 C -0.9365 0.7011 0.9217  C2 1.318, H5 1.083, H6 1.085
2 C -0.0004 -0.1872 0.6539  C1 1.318, C3 1.436, O4 1.356
3 C 1.3006 -0.7883 0.5683  C2 1.436, O4 1.463, H7 1.087, H8 1.088
4 O 0.0785 -1.3930 0.0375  C2 1.356, C3 1.463
5 H -0.7047 1.6410 1.4063  C1 1.083
6 H -1.9637 0.4900 0.6438  C1 1.085
7 H 1.7058 -1.3042 1.4350  C3 1.087
8 H 2.0179 -0.4741 -0.1872  C3 1.088
9 O -0.5645 0.5912 -2.1940  H10 0.966, H11 0.964
10 H -0.7446 -0.2995 -1.8671  O9 0.966
11 H -0.1883 1.0231 -1.4181  O9 0.964

Output
Structure (SMILES) ... C=C1CO1.O

Name the most stable of them. arrangement x.